C7H8O | ωB97M-V/def2-TZVPD

The geometry in XYZ format:
```
16
C7H8O, DFT ωB97M-V/def2-TZVPD
O -1.51 -1.17 0.81
C -0.62 -0.04 0.95
C -0.47 -1.09 -0.10
C 0.96 0.69 -0.98
C -0.23 -0.23 -1.26
C 0.71 0.01 1.56
C 1.46 0.49 0.49
C -0.33 1.27 -1.33
H -0.37 1.71 -2.28
H 0.00 -0.71 -2.13
H 1.81 0.68 -1.60
H -1.08 0.93 0.70
H 0.04 -1.99 0.07
H -1.01 1.77 -0.56
H 2.48 0.71 0.85
H 1.27 -0.36 2.45
```

## Properties
Structure (SMILES): C1=C[C@@H]2O[C@H]2[C@H]2C[C@@H]12



C7H8O | ωB97M-V/def2-TZVPD

The geometry in XYZ format:
```
16
C7H8O, DFT ωB97M-V/def2-TZVPD
O -0.37 0.51 -1.27
C -1.11 -0.99 0.28
C -0.92 0.25 1.22
C 1.36 -0.13 0.10
C 0.07 -0.56 -0.81
C 0.48 0.66 0.94
C 0.09 -1.17 -2.17
C 0.64 1.08 -0.54
H 0.95 2.06 -0.82
H -1.90 0.84 1.14
H -0.82 -1.72 0.90
H -0.99 0.12 2.30
H 2.44 -0.59 0.14
H -2.20 -0.81 -0.23
H 1.09 -0.83 -2.68
H 1.18 1.28 1.50
```



C7H8OS | ωB97M-V/def2-TZVPD

The geometry in XYZ format:
```
17
C7H8OS, DFT ωB97M-V/def2-TZVPD
S -2.37 -1.40 -0.25
O 0.55 -2.54 -3.44
C -0.49 -1.25 -0.22
C 1.14 2.01 0.40
C -1.27 -0.99 1.02
C 0.35 -0.16 -0.39
C 0.30 0.79 0.49
C 1.54 -2.33 -2.86
C -0.95 0.61 1.31
H 0.70 2.85 -0.15
H -0.07 -2.19 -0.43
H 1.00 -0.13 -1.33
H 1.59 2.26 1.33
H -0.99 1.06 2.28
H 1.99 1.77 -0.26
H -1.35 -1.70 1.81
H -1.67 1.35 0.72
```



C7H8S | ωB97M-V/def2-TZVPD

The geometry in XYZ format:
```
16
C7H8S, DFT ωB97M-V/def2-TZVPD
S 0.69 2.53 2.87
C -0.17 -0.90 -1.17
C -0.15 -0.13 0.12
C 0.52 0.96 0.54
C 0.20 1.25 1.97
C -0.67 0.14 2.40
C -0.88 -0.66 1.32
C 0.58 -0.22 -2.34
H -1.05 0.02 3.44
H 0.11 0.75 -2.63
H 1.11 1.68 0.01
H -1.50 -1.55 1.23
H -1.21 -1.12 -1.52
H 0.53 -0.90 -3.23
H 0.29 -1.85 -0.91
H 1.62 -0.01 -2.10
```

## Properties
Structure (SMILES): CCC1=CC(=S)C=C1



C7H8S | ωB97M-V/def2-TZVPD

The geometry in XYZ format:
```
16
C7H8S, DFT ωB97M-V/def2-TZVPD
S -2.85 -0.13 0.23
C -0.20 -1.02 -0.50
C -0.13 1.05 0.62
C -1.13 0.04 -0.16
C -0.25 0.21 -1.39
C 0.65 1.23 -0.64
C 1.23 0.44 0.43
C 1.03 -1.02 0.36
H -0.42 1.72 1.43
H 0.62 -1.33 1.31
H -0.64 0.14 -2.30
H 2.09 0.83 0.96
H -0.62 -1.99 -0.74
H 1.96 -1.47 -0.15
H 1.32 2.07 -0.95
H -2.66 -0.78 1.49
```

## Properties
Structure (SMILES): S[C@@]12[C@H]3[C@H]4C[C@@H]1[C@@H]2[C@H]43



C7H9AsF6N4OPtS5 | ωB97M-V/def2-TZVPD

The geometry in XYZ format:
```
34
C7H9AsF6N4OPtS5, DFT ωB97M-V/def2-TZVPD
Pt 0.04 0.13 -0.47
As 2.26 2.10 0.00
S -2.56 0.18 -0.08
S 2.46 -0.03 -0.60
S 3.77 3.33 -0.82
S 2.18 2.31 2.15
S 0.26 2.50 -0.89
F -2.03 -3.65 -1.26
F -0.34 -3.70 2.55
F -0.12 -3.22 -2.18
F -0.30 -5.50 1.36
F -2.06 -4.24 1.37
F -0.50 -5.17 -1.33
O -0.50 -2.06 0.44
N -3.44 -0.02 2.47
N -0.04 0.09 1.89
N -1.33 0.07 2.37
N -3.02 -0.05 3.78
C -0.12 -3.32 0.21
C -2.43 0.06 1.57
C 1.40 -3.56 0.17
C -0.71 -4.20 1.35
C -0.78 0.02 4.82
C -0.70 -3.84 -1.14
C -1.73 0.01 3.68
H 1.64 -4.60 -0.06
H -0.14 -0.86 4.79
H -4.40 -0.13 2.23
H -1.34 0.03 5.75
H 0.60 0.81 2.28
H 0.35 -0.85 1.84
H 1.82 -3.29 1.14
H 1.83 -2.90 -0.57
H -0.14 0.90 4.77
```

## Properties
Multiplicity: 3
Total charge: -2



C7H9BO3 | ωB97M-V/def2-TZVPD

The geometry in XYZ format:
```
20
C7H9BO3, DFT ωB97M-V/def2-TZVPD
O 0.34 -0.85 -3.31
O -0.95 0.20 -1.64
O -0.12 1.41 -3.40
C 1.04 -0.13 0.54
C -1.07 -0.87 -0.75
C -0.33 -0.47 0.56
C 1.56 0.28 1.70
C -1.08 -0.24 1.67
C -0.53 0.27 2.79
C 0.87 0.47 2.88
B -0.24 0.21 -2.75
H -2.19 -0.48 1.62
H -0.67 -1.68 -1.26
H -0.06 2.13 -2.74
H 0.93 -0.70 -4.01
H 1.64 -0.46 -0.20
H -1.08 0.51 3.63
H 2.69 0.54 1.52
H 1.34 0.91 3.79
H -2.08 -1.05 -0.63
```

## Properties
Structure (SMILES): OB(O)OCc1ccccc1



C7H9CdNO2 | ωB97M-V/def2-TZVPD

The geometry in XYZ format:
```
20
C7H9CdNO2, DFT ωB97M-V/def2-TZVPD
Cd 1.85 -0.43 0.35
O 2.27 -2.46 1.51
O 2.31 -3.25 3.66
N 0.73 -0.39 2.21
C 1.05 -1.27 3.20
C -0.21 0.04 4.80
C -1.62 0.98 -2.76
C -0.16 0.61 2.46
C -0.63 0.86 3.74
C 0.62 -1.07 4.54
C 1.97 -2.45 2.78
H -1.94 -0.03 -2.51
H -1.04 1.08 -3.64
H -1.29 1.71 3.92
H 0.99 -1.78 5.29
H -1.71 1.68 -1.87
H -0.46 0.86 -2.50
H -0.46 1.20 1.61
H -2.63 1.62 -2.97
H -0.50 0.22 5.84
```



C7H9Cl | ωB97M-V/def2-TZVPD

The geometry in XYZ format:
```
17
C7H9Cl, DFT ωB97M-V/def2-TZVPD
Cl 2.99 -0.72 -0.01
C 0.83 1.67 0.58
C -0.82 0.07 0.07
C 1.08 -0.67 0.10
C 0.21 0.10 -0.91
C 0.47 0.34 1.03
C -1.60 -1.25 0.10
C 0.80 1.48 -0.80
H 0.56 0.25 2.04
H -1.58 0.76 0.08
H -2.24 -1.02 -0.91
H 0.58 -1.63 0.10
H -0.19 -0.25 -1.89
H 1.15 2.22 -1.51
H -1.08 -2.17 -0.56
H 0.80 2.50 1.26
H -1.96 -1.69 1.23
```



C7H9ClN2 | ωB97M-V/def2-TZVPD

The geometry in XYZ format:
```
19
C7H9ClN2, DFT ωB97M-V/def2-TZVPD
Cl 0.73 2.23 0.23
N -0.74 0.14 -0.19
N -2.86 0.18 0.39
C 1.05 0.64 -1.86
C 1.59 -0.30 0.46
C -2.45 -1.09 0.59
C 1.53 -0.39 1.78
C -1.14 -1.16 0.21
C 0.62 0.51 -0.38
C -1.86 0.87 -0.05
H -1.75 1.96 -0.35
H 0.23 0.88 -2.45
H 1.76 1.45 -2.14
H 2.20 -0.99 2.40
H 1.48 -0.34 -2.32
H 0.84 0.18 2.35
H -0.58 -2.13 0.32
H 2.41 -0.88 0.01
H -3.08 -1.76 1.01
```

## Properties
Structure (SMILES): C=C[C@](C)(Cl)n1ccnc1



C7H9ClO | ωB97M-V/def2-TZVPD

The geometry in XYZ format:
```
18
C7H9ClO, DFT ωB97M-V/def2-TZVPD
Cl -2.46 -0.16 0.17
O 0.51 0.26 1.37
C 0.76 -0.14 0.08
C 0.14 2.37 -0.11
C 2.16 -0.52 0.06
C -0.02 -1.23 -0.39
C 3.39 -0.84 -0.02
C -1.43 -1.39 -0.45
C 0.54 1.11 -0.94
H -0.21 0.96 -1.75
H -0.98 2.31 0.39
H 4.40 -1.12 0.03
H -2.02 -2.23 -0.81
H -0.08 3.12 -0.81
H 0.62 -1.89 -0.96
H 0.49 -0.57 1.83
H 1.50 1.20 -1.77
H 0.76 2.68 0.66
```

## Properties
Structure (SMILES): C#C[C@](O)(/C=C\Cl)CC



C7H9ClO2Si | ωB97M-V/def2-TZVPD

The geometry in XYZ format:
```
20
C7H9ClO2Si, DFT ωB97M-V/def2-TZVPD
Cl -2.57 -1.68 0.44
Si -2.31 0.36 0.06
O -2.11 0.98 1.56
O -3.64 1.01 -0.68
C 2.21 0.49 0.93
C 0.81 -1.19 -0.66
C 0.32 0.10 -0.50
C 1.02 0.93 0.32
C 2.73 -0.76 0.67
C 2.03 -1.66 -0.12
C -0.92 0.60 -1.17
H 3.75 -1.08 1.16
H -1.24 1.41 1.84
H 2.48 -2.56 -0.18
H -4.35 0.39 -0.84
H -0.83 1.58 -1.46
H -1.03 0.05 -2.01
H 0.54 1.85 0.34
H 2.84 1.01 1.62
H 0.27 -1.83 -1.32
```

## Properties
Structure (SMILES): O[Si](O)(Cl)Cc1ccccc1



C7H9F2N2O | ωB97M-V/def2-TZVPD

The geometry in XYZ format:
```
21
C7H9F2N2O, DFT ωB97M-V/def2-TZVPD
F -3.46 1.43 -0.18
F -2.02 2.05 1.34
O 0.50 -1.14 0.81
N 3.12 0.04 -1.15
N 0.99 0.80 -0.78
C 1.82 -0.84 0.70
C -1.91 -0.68 -0.76
C -1.66 0.04 0.35
C -2.70 1.00 0.80
C -0.38 -0.05 1.08
C -2.13 -1.45 -1.69
C 2.00 0.07 -0.45
H 0.12 0.97 0.92
H -3.34 0.60 1.49
H -2.54 -1.94 -2.46
H -0.75 -0.04 2.22
H 2.12 -0.38 1.73
H 3.74 -0.76 -1.12
H 1.02 1.50 -1.51
H 3.18 0.64 -2.05
H 2.26 -1.84 0.71
```

## Properties
Total charge: +1



C7H9FN | ωB97M-V/def2-TZVPD

The geometry in XYZ format:
```
18
C7H9FN, DFT ωB97M-V/def2-TZVPD
F 3.08 -1.00 -1.73
N 0.19 0.68 0.87
C 1.61 0.73 0.67
C 1.09 -0.17 1.64
C 0.61 -1.02 -1.87
C 1.86 -0.76 -1.47
C -2.25 0.43 0.34
C -0.56 -0.58 -1.06
C -0.79 0.25 -0.09
H 0.32 -1.29 -2.87
H -2.65 -0.31 0.96
H -2.37 1.38 0.94
H 1.03 -1.21 1.18
H -1.47 -0.78 -1.72
H 0.98 -0.13 2.80
H -0.11 1.56 1.23
H -2.91 0.59 -0.51
H 2.34 1.62 0.70
```

## Properties
Multiplicity: 3
Total charge: +1



C7H9FN2O | ωB97M-V/def2-TZVPD

The geometry in XYZ format:
```
20
C7H9FN2O, DFT ωB97M-V/def2-TZVPD
F 1.76 0.34 -1.58
O 0.21 -1.65 1.75
N 0.64 -0.38 -1.23
N 1.35 2.65 0.45
C 0.22 0.42 0.63
C -1.24 0.52 0.41
C 2.27 -0.36 1.68
C -1.45 1.02 -1.10
C -0.62 -0.18 -1.80
C 0.87 -0.68 1.42
C 0.93 1.61 0.43
H 2.79 -0.74 0.74
H 2.38 0.67 2.05
H 2.81 -0.93 2.42
H -0.38 0.07 -2.87
H -1.79 -0.37 0.56
H -0.87 1.93 -1.25
H -1.59 1.21 1.20
H -2.44 1.18 -1.52
H -1.00 -1.19 -1.48
```



C7H9FN2O | ωB97M-V/def2-TZVPD

The geometry in XYZ format:
```
20
C7H9FN2O, DFT ωB97M-V/def2-TZVPD
F -0.41 1.31 -2.43
O -1.61 -1.47 1.92
N -1.91 0.88 1.98
N 1.43 -0.23 0.19
C 2.21 -1.46 0.19
C -1.70 -0.29 1.93
C 1.24 -1.18 -1.94
C 0.83 -0.06 -1.02
C 0.26 1.13 -1.28
C -2.57 2.01 1.52
C 2.03 -2.05 -0.94
H 2.62 -1.86 1.08
H -2.00 2.50 0.73
H -0.14 1.66 -0.39
H 2.29 -3.05 -1.09
H 1.99 -0.76 -2.57
H 1.02 0.26 1.06
H -3.55 1.76 1.08
H 0.50 -1.75 -2.34
H -2.54 2.66 2.31
```

## Properties
Multiplicity: 3



C7H9FN2O3S | ωB97M-V/def2-TZVPD

The geometry in XYZ format:
```
23
C7H9FN2O3S, DFT ωB97M-V/def2-TZVPD
S -3.12 -1.65 -0.46
F -3.41 2.63 -0.83
O -5.16 1.34 0.89
O -2.63 -2.72 0.37
O -0.04 -0.50 1.18
N -1.83 -0.59 -0.72
N -4.07 -0.62 0.56
C 0.88 -0.47 -0.98
C 0.68 0.73 1.09
C -2.09 0.73 -0.87
C -4.28 0.73 0.34
C 1.63 0.55 -0.10
C -3.25 1.32 -0.52
C -0.14 -1.04 -0.03
H -0.34 -2.11 0.00
H 1.53 -1.25 -1.36
H 1.18 0.89 2.04
H -1.32 1.34 -1.33
H 2.58 0.12 0.25
H 1.83 1.49 -0.61
H 0.40 0.01 -1.84
H -0.04 1.55 0.92
H -4.69 -1.05 1.23
```



C7H9FNO3PS | ωB97M-V/def2-TZVPD

The geometry in XYZ format:
```
23
C7H9FNO3PS, DFT ωB97M-V/def2-TZVPD
S 2.03 -0.39 -2.91
P 2.12 2.63 -3.37
F -0.44 1.92 -3.91
O 2.68 3.87 -2.67
O 2.88 1.98 -4.47
O -0.14 4.29 -3.74
N 1.25 1.13 -1.01
C 1.11 -0.42 1.89
C 0.97 -0.16 -0.61
C 1.30 -1.14 -1.49
C 0.44 3.28 -4.08
C 0.23 -0.51 0.60
C 1.85 1.22 -2.18
C -1.10 0.36 0.63
H 1.62 0.46 2.18
H -0.12 -1.60 0.54
H 0.31 -0.61 2.61
H 1.23 -2.16 -1.61
H -1.38 0.20 1.72
H 0.59 3.06 -5.14
H 1.93 -1.20 1.96
H -0.82 1.39 0.48
H -1.74 0.22 -0.18
```

## Properties
Multiplicity: 3
Total charge: -2



C7H9IS | ωB97M-V/def2-TZVPD

The geometry in XYZ format:
```
18
C7H9IS, DFT ωB97M-V/def2-TZVPD
I -4.00 0.35 0.31
S 0.08 2.03 0.37
C -0.45 0.46 0.42
C 0.20 -0.79 0.50
C -0.68 -2.07 0.27
C 1.97 2.03 0.12
C 2.66 3.11 -0.17
C -1.86 -1.73 -0.73
C -2.25 -0.33 -0.62
H -0.08 -2.75 -0.25
H 0.66 -0.83 1.53
H 3.82 3.11 -0.27
H 2.10 4.06 -0.34
H -2.82 -2.49 -0.63
H 2.36 0.98 0.31
H -1.69 -1.74 -1.79
H 1.16 -0.97 -0.15
H -1.19 -2.42 1.13
```



C7H9N | ωB97M-V/def2-TZVPD

The geometry in XYZ format:
```
17
C7H9N, DFT ωB97M-V/def2-TZVPD
N -1.04 -3.41 1.30
C -0.53 1.44 -0.79
C 0.50 -0.64 -0.40
C -0.21 -2.48 1.18
C 0.68 -1.42 0.98
C -0.15 -0.07 0.89
C 0.11 1.33 0.66
C -0.19 0.13 -1.58
H -1.71 1.60 -0.78
H -0.14 2.08 1.47
H -1.09 -0.16 -1.64
H 1.52 -0.06 -0.59
H 1.35 1.10 0.52
H 1.59 -1.78 1.33
H -0.03 2.29 -1.40
H 0.63 0.52 -2.39
H -1.30 -0.46 1.27
```

## Properties
Structure (SMILES): N#CC1[C@H]2CCC[C@H]12



no.,E_tot (eV),F_max (Eh/bohr)
1,-9430.139,0.099
2,-9425.774,0.280
3,-20268.633,0.108
4,-18222.406,0.029
5,-18220.134,0.076
6,-149982.941,0.019
7,-14226.654,0.094
8,-17548.301,0.064
9,-19922.267,0.103
10,-22905.794,0.077
11,-21969.981,0.142
12,-31903.664,0.092
13,-17855.079,0.089
14,-11597.062,0.085
15,-15144.698,0.103
16,-15144.089,0.131
17,-30077.925,0.055
18,-37876.341,0.099
19,-26333.474,0.071
20,-8887.248,0.204